No. 1
{"formula": "C6H12Cl4P", "method": "wB97M-V/def2-TZVPD", "species": ["Cl", "Cl", "Cl", "Cl", "P", "C", "C", "C", "C", "C", "C", "H", "H", "H", "H", "H", "H", "H", "H", "H", "H", "H", "H"], "coordinates": [[-7.031, -0.737, 1.187], [-6.623, 1.913, -0.528], [-5.658, -0.826, -1.677], [-2.660, -2.002, 0.220], [-5.729, 0.186, 0.037], [0.412, -0.214, -1.046], [1.185, 0.876, -0.310], [-1.214, -2.020, -0.579], [2.429, 0.371, 0.404], [-0.058, -1.317, -0.049], [-4.171, 0.233, 0.777], [-3.463, 0.892, 0.301], [-4.198, 0.279, 1.852], [2.183, -0.359, 1.169], [-1.202, -2.418, -1.584], [-0.457, 0.233, -1.528], [1.033, -0.669, -1.818], [0.526, 1.376, 0.403], [0.784, -2.007, 0.071], [2.933, 1.200, 0.890], [1.479, 1.618, -1.056], [-0.287, -0.876, 0.922], [3.118, -0.086, -0.299]], "atomic_forces_ev_per_a": [[-0.09, -0.07, 0.09], [0.07, -0.34, 0.06], [-0.11, 0.01, -0.22], [1.21, -0.11, -0.62], [1.74, 0.50, 0.71], [-0.18, 0.09, -0.06], [0.14, -0.03, -0.04], [-0.89, 0.36, 0.84], [-0.20, 0.09, -0.09], [0.09, 0.13, 0.21], [-1.63, -0.25, -0.81], [0.09, 0.15, -0.23], [-0.12, 0.01, 0.28], [0.02, -0.11, 0.17], [-0.16, -0.16, -0.16], [-0.01, 0.02, -0.10], [-0.05, -0.02, -0.05], [-0.06, 0.03, -0.04], [-0.08, -0.20, 0.01], [0.13, 0.03, 0.07], [-0.09, 0.06, 0.04], [0.00, -0.12, 0.02], [0.16, -0.08, -0.09]], "charge": 1, "molar_mass_g_mol": 256.9, "largest_force_ev_per_a": 1.9, "homo_lumo_gap_ev": [5.798, 5.796], "lumo_ha": [-0.2219, -0.2219], "e_homo_ev": [-11.8, -11.8]}

No. 2
{"formula": "C3H12O3", "method": "wB97M-V/def2-TZVPD", "species": ["O", "O", "O", "C", "C", "C", "H", "H", "H", "H", "H", "H", "H", "H", "H", "H", "H", "H"], "coordinates": [[-1.728, -0.678, 0.039], [3.070, 2.771, 0.707], [-1.372, -3.180, -1.310], [-0.033, 0.177, 1.432], [0.269, 0.260, -1.051], [-0.722, 0.371, 0.108], [-1.273, 1.309, 0.108], [1.247, -0.065, -0.683], [-1.229, -2.535, -0.601], [-0.065, -0.488, -1.755], [0.259, -0.870, 1.510], [3.070, 2.348, -0.156], [0.862, 0.789, 1.466], [-0.654, 0.405, 2.296], [2.282, 2.484, 1.172], [0.365, 1.209, -1.591], [-2.299, -0.535, -0.728], [-2.046, -3.771, -0.961]], "atomic_forces_ev_per_a": [[0.19, 0.17, 0.04], [0.29, 0.23, 0.08], [0.02, -0.08, 0.07], [-0.01, -0.16, 0.20], [0.02, 0.34, 0.06], [-0.67, -0.61, -0.02], [0.15, 0.30, -0.16], [-0.03, 0.12, -0.13], [-0.12, 0.11, -0.07], [-0.13, -0.18, -0.25], [0.17, -0.03, 0.01], [-0.18, -0.11, 0.03], [0.17, 0.07, 0.13], [-0.14, 0.09, -0.07], [-0.11, -0.11, -0.12], [0.14, -0.15, 0.13], [0.21, 0.04, 0.11], [0.04, -0.03, -0.04]], "smiles": "CC(C)O.O.O", "molar_mass_g_mol": 96.1, "largest_force_ev_per_a": 0.9, "homo_lumo_gap_ev": 11.458, "lumo_ha": 0.0240, "e_homo_ev": -10.8}

No. 3
{"formula": "H16O8", "method": "wB97M-V/def2-TZVPD", "species": ["O", "O", "O", "O", "O", "O", "O", "O", "H", "H", "H", "H", "H", "H", "H", "H", "H", "H", "H", "H", "H", "H", "H", "H"], "coordinates": [[8.585, 8.023, 20.703], [9.699, 9.034, 19.308], [9.676, 7.706, 17.779], [9.554, 11.191, 17.666], [8.423, 10.736, 20.003], [11.667, 10.038, 19.887], [7.493, 6.949, 17.946], [10.760, 8.362, 21.626], [10.361, 11.383, 18.143], [8.363, 7.319, 18.094], [9.362, 10.277, 17.877], [10.161, 9.108, 21.600], [9.897, 8.490, 18.546], [9.024, 9.998, 19.902], [10.973, 9.535, 19.459], [9.259, 7.851, 16.930], [9.232, 8.450, 19.906], [11.575, 8.719, 21.978], [7.881, 10.714, 19.215], [7.072, 6.974, 18.806], [9.970, 6.796, 17.751], [8.657, 7.665, 21.588], [7.724, 7.736, 20.398], [11.229, 10.827, 20.206]], "atomic_forces_ev_per_a": [[-5.40, -4.10, 4.99], [2.37, 3.19, -1.74], [1.38, -5.29, -6.62], [-0.07, 0.42, -1.45], [-2.40, 2.51, 2.05], [3.25, 1.99, 0.47], [-1.89, -0.71, 0.17], [-0.08, -0.92, 1.27], [0.18, -0.03, 0.22], [-0.67, -0.02, 0.70], [0.14, 0.11, 0.32], [0.29, 0.43, -0.01], [1.20, 1.81, 1.17], [0.01, 0.66, -0.41], [-0.40, -0.27, 0.28], [0.11, 0.46, -0.97], [1.44, -0.20, -0.53], [0.25, 0.14, -0.16], [0.03, 0.32, -0.02], [-0.56, -0.26, -0.22], [0.69, -0.60, -0.04], [0.62, -0.20, 0.48], [-0.45, 0.30, 0.02], [-0.06, 0.28, 0.02]], "molar_mass_g_mol": 144.1, "largest_force_ev_per_a": 8.6, "homo_lumo_gap_ev": 9.151, "lumo_ha": -0.0131, "e_homo_ev": -9.5}

No. 4
{"formula": "C11H9AsN3ORhS6", "method": "wB97M-V/def2-TZVPD", "species": ["Rh", "As", "S", "S", "S", "S", "S", "S", "O", "N", "N", "N", "C", "C", "C", "C", "C", "C", "C", "C", "C", "C", "C", "H", "H", "H", "H", "H", "H", "H", "H", "H"], "coordinates": [[-2.659, -1.196, -0.220], [-5.496, -3.622, 0.829], [-3.994, -1.670, -1.839], [-2.327, 0.990, -0.998], [-0.953, -0.785, 1.362], [-3.348, -2.857, 1.177], [-6.736, -2.610, 2.189], [-5.379, -5.730, 0.823], [-0.370, -1.862, -1.938], [3.123, 3.542, 2.859], [1.539, 5.704, -0.263], [1.768, -1.484, -1.250], [2.894, -2.010, -0.510], [1.745, -0.077, -1.596], [0.663, -2.250, -1.445], [1.136, 2.644, 1.456], [-1.001, 1.587, -0.046], [1.116, 4.674, 0.029], [2.239, 3.154, 2.233], [0.616, 1.394, 1.748], [0.587, 3.383, 0.394], [-0.425, 0.830, 1.001], [-0.471, 2.852, -0.325], [0.805, 0.133, -2.101], [0.795, -3.286, -1.084], [3.739, -1.334, -0.636], [2.583, 0.167, -2.256], [2.682, -2.090, 0.561], [-0.900, 3.430, -1.135], [3.190, -2.992, -0.884], [1.804, 0.547, -0.701], [1.036, 0.825, 2.567]], "atomic_forces_ev_per_a": [[-0.41, 0.06, 0.34], [0.19, 0.07, -0.31], [0.00, 0.02, 0.06], [0.18, -0.11, 0.07], [0.02, 0.06, -0.03], [0.03, 0.11, -0.08], [-0.06, 0.00, 0.14], [-0.01, -0.06, 0.07], [0.10, -0.14, -0.42], [0.00, 0.00, 0.00], [-0.02, 0.00, -0.03], [0.08, -0.07, -0.14], [-0.03, 0.07, 0.08], [-0.04, -0.01, 0.08], [-0.05, 0.11, 0.22], [0.27, 0.09, 0.20], [-0.03, 0.04, -0.06], [-0.08, -0.25, 0.17], [-0.23, -0.08, -0.17], [-0.04, -0.08, 0.01], [0.11, 0.32, -0.17], [0.04, -0.08, 0.03], [-0.09, -0.04, -0.04], [0.00, 0.00, 0.02], [0.04, 0.00, -0.01], [0.02, -0.02, -0.02], [0.00, 0.00, 0.00], [0.01, 0.03, 0.00], [0.01, -0.02, -0.01], [-0.04, -0.01, 0.01], [0.01, 0.02, 0.00], [0.00, -0.01, -0.01]], "charge": -2, "spin_multiplicity": 5, "molar_mass_g_mol": 569.4, "largest_force_ev_per_a": 0.5, "homo_lumo_gap_ev": [5.624, 5.719], "lumo_ha": [0.1578, 0.1290], "e_homo_ev": [-1.3, -2.2]}

No. 5
{"formula": "C39H49MnN4O4P3S2", "method": "wB97M-V/def2-TZVPD", "species": ["Mn", "S", "S", "P", "P", "P", "O", "O", "O", "O", "N", "N", "N", "N", "C", "C", "C", "C", "C", "C", "C", "C", "C", "C", "C", "C", "C", "C", "C", "C", "C", "C", "C", "C", "C", "C", "C", "C", "C", "C", "C", "C", "C", "C", "C", "C", "C", "C", "C", "C", "C", "C", "C", "H", "H", "H", "H", "H", "H", "H", "H", "H", "H", "H", "H", "H", "H", "H", "H", "H", "H", "H", "H", "H", "H", "H", "H", "H", "H", "H", "H", "H", "H", "H", "H", "H", "H", "H", "H", "H", "H", "H", "H", "H", "H", "H", "H", "H", "H", "H", "H", "H"], "coordinates": [[-17.184, -14.248, -7.599], [-17.027, -13.048, -5.466], [-15.925, -14.717, -9.442], [-18.402, -15.288, -0.188], [-14.642, -14.329, -5.703], [-19.713, -14.624, -8.040], [-17.090, -14.310, -0.106], [-17.842, -16.633, 0.551], [-15.945, -17.090, -7.118], [-19.206, -14.794, 1.180], [-16.493, -15.340, -11.958], [-17.280, -12.189, -8.024], [-16.751, -10.483, -6.461], [-16.818, -17.056, -10.385], [-15.717, -12.375, 0.235], [-20.884, -13.874, -5.519], [-16.994, -11.740, -6.779], [-20.567, -16.836, -6.432], [-17.663, -11.202, -8.961], [-17.049, -17.621, -0.141], [-17.095, -12.862, -0.110], [-13.221, -15.340, -6.170], [-19.411, -16.139, -6.914], [-20.168, -15.631, 1.747], [-19.232, -18.287, -5.108], [-21.837, -12.808, -7.470], [-16.889, -16.294, -7.161], [-17.156, -9.522, -7.319], [-20.881, -13.652, -6.946], [-16.463, -15.799, -10.647], [-22.647, -12.307, -5.224], [-12.837, -16.436, -5.410], [-11.341, -17.177, -7.143], [-21.499, -16.953, -11.044], [-18.079, -17.598, -5.530], [-18.157, -16.627, -6.502], [-16.884, -18.769, 0.880], [-20.467, -18.001, -5.667], [-11.615, -15.990, -7.870], [-17.986, -11.718, -10.366], [-20.730, -16.586, -9.892], [-12.626, -15.131, -7.410], [-20.567, -15.228, -9.533], [-14.526, -14.458, -3.891], [-11.986, -17.418, -5.954], [-20.983, -16.505, 0.756], [-22.671, -12.077, -6.610], [-21.910, -15.992, -11.938], [-13.792, -12.706, -5.965], [-20.977, -14.218, -10.491], [-21.613, -14.604, -11.645], [-21.741, -13.186, -4.666], [-17.585, -9.868, -8.570], [-20.800, -13.177, -10.315], [-15.313, -12.975, 1.065], [-10.534, -17.788, -7.523], [-23.223, -11.278, -7.056], [-17.123, -17.863, -5.040], [-11.109, -15.839, -8.850], [-16.816, -18.267, 1.888], [-12.957, -14.303, -8.023], [-16.532, -17.306, -9.437], [-16.773, -15.906, -12.764], [-21.437, -15.791, 0.050], [-20.140, -14.545, -5.068], [-20.346, -17.320, -9.204], [-17.838, -12.477, 0.627], [-16.251, -14.367, -12.085], [-17.966, -9.085, -9.254], [-14.928, -13.559, -3.460], [-15.072, -15.333, -3.487], [-16.822, -17.793, -11.076], [-20.837, -14.943, 2.323], [-17.847, -19.335, 0.826], [-14.038, -12.301, -6.938], [-18.708, -12.590, -10.269], [-14.073, -12.030, -5.188], [-15.984, -19.394, 0.634], [-17.031, -8.509, -6.930], [-19.660, -16.280, 2.517], [-21.591, -16.455, -6.564], [-21.733, -17.053, 1.347], [-16.074, -17.200, -0.381], [-15.825, -11.313, 0.310], [-18.403, -10.878, -10.971], [-21.567, -17.992, -11.262], [-15.034, -12.480, -0.590], [-13.420, -14.644, -3.634], [-22.418, -16.192, -12.913], [-19.042, -19.076, -4.405], [-17.504, -17.981, -1.087], [-17.449, -12.556, -1.149], [-21.421, -18.516, -5.454], [-17.040, -12.079, -10.802], [-13.111, -16.634, -4.350], [-12.690, -12.834, -5.945], [-21.631, -13.370, -3.589], [-21.906, -13.797, -12.326], [-20.353, -17.210, 0.279], [-11.913, -18.346, -5.376], [-23.401, -11.776, -4.616], [-21.949, -12.727, -8.581]], "atomic_forces_ev_per_a": [[0.26, 0.10, 0.73], [-1.24, 2.05, -1.80], [1.03, 0.27, -1.55], [-0.04, 0.45, 0.82], [1.37, -0.14, -0.89], [0.60, -0.98, 1.72], [-0.25, -0.30, 0.47], [0.55, -0.24, -0.91], [-2.21, 2.27, -0.87], [0.93, 0.66, -1.55], [-0.03, -0.82, 1.82], [-1.03, 2.37, -0.91], [-0.86, 1.11, 0.23], [0.59, 0.21, 0.95], [-0.21, -0.67, -0.65], [1.04, 0.26, -0.98], [-0.02, -1.23, 1.15], [0.43, 0.38, -0.24], [1.48, -1.78, 1.19], [0.27, -0.32, 0.63], [-1.40, -0.46, -1.01], [0.04, -0.58, 0.43], [-1.96, -0.42, -0.14], [-0.82, -0.88, 1.68], [1.18, 0.09, -0.50], [-0.17, 0.47, -0.80], [2.22, -1.57, 0.98], [1.57, -1.48, 1.67], [-0.25, -1.52, 1.28], [-0.38, 0.64, -2.53], [-1.13, 1.10, -0.57], [0.51, -1.28, 0.28], [0.43, 1.12, -0.92], [1.67, 0.82, 0.71], [-0.67, -1.28, 1.51], [-0.80, 0.07, -0.50], [-0.49, 0.49, -0.20], [-0.51, 0.93, 0.14], [-0.51, -0.41, 0.02], [-0.56, 0.23, 0.93], [-1.03, 1.48, 0.03], [0.86, -0.82, -0.61], [-0.44, 0.15, -1.45], [1.27, -1.29, 0.52], [-0.53, 0.26, 0.90], [-0.39, 1.72, 1.38], [0.94, -0.69, 0.30], [0.03, 2.05, -0.43], [0.71, -0.50, -0.21], [0.15, -1.99, 0.91], [-0.54, -0.91, -0.52], [0.62, -0.72, -0.25], [-1.67, 0.41, -2.07], [0.10, 0.40, 0.14], [-0.21, 0.86, 0.10], [-0.24, -0.45, 0.05], [-0.80, 0.12, 0.05], [-0.54, 0.20, -0.74], [-0.42, 0.07, 0.94], [0.19, -0.84, -1.01], [0.08, 0.10, -0.08], [-0.27, -0.42, -0.36], [0.24, 0.32, 0.71], [-0.11, -0.68, 0.02], [-0.37, 0.34, -0.30], [-0.08, -0.36, -0.04], [0.44, -0.43, -0.42], [-0.08, -0.28, -0.11], [0.39, -0.60, 0.38], [0.00, 0.31, 0.37], [0.09, 0.48, -0.25], [-0.12, 0.22, -0.06], [0.30, -0.68, -0.52], [1.00, 0.02, 0.36], [-0.20, 0.28, -0.16], [0.90, 1.10, -0.32], [-0.32, 0.67, 0.37], [-1.01, 0.44, 0.40], [-0.14, -0.19, -0.48], [-0.47, 0.44, -0.75], [0.65, -0.05, -0.55], [0.06, 0.29, -0.38], [0.04, 0.19, -0.05], [0.33, 0.70, 1.01], [0.24, -0.85, 0.32], [-0.39, -0.66, -0.15], [0.28, -0.45, -0.50], [-1.64, 0.69, -0.16], [0.44, -0.13, 1.16], [-0.41, -0.30, 0.25], [-0.07, 0.35, 0.47], [0.54, 0.00, 1.19], [0.89, 0.08, 0.18], [-0.43, 0.10, 0.04], [-0.40, 0.41, -1.06], [-0.68, -0.01, 0.13], [-0.37, 0.19, -0.52], [0.00, -0.57, 0.04], [0.54, -0.66, -0.67], [0.55, 0.36, -0.36], [0.73, -0.24, -0.21], [0.10, 0.25, 1.22]], "charge": 1, "spin_multiplicity": 5, "molar_mass_g_mol": 849.8, "largest_force_ev_per_a": 3.3, "homo_lumo_gap_ev": [5.465, 6.023], "lumo_ha": [-0.1313, -0.1163], "e_homo_ev": [-9.0, -9.2]}

No. 6
{"formula": "C3H13NO3", "method": "wB97M-V/def2-TZVPD", "species": ["O", "O", "O", "N", "C", "C", "C", "H", "H", "H", "H", "H", "H", "H", "H", "H", "H", "H", "H", "H"], "coordinates": [[1.030, 0.470, 3.778], [0.858, -2.196, 2.631], [0.923, -1.368, -3.476], [-0.499, -0.570, -0.243], [0.618, 1.387, -1.027], [-0.487, 0.651, -0.927], [-1.820, 1.182, -1.354], [-0.033, -1.425, -3.398], [-0.740, -1.383, -0.790], [-1.733, 1.789, -2.254], [1.599, 1.016, -0.736], [0.920, -1.310, 3.020], [-2.313, 1.718, -0.549], [1.213, -0.569, -3.014], [0.332, 0.697, 3.152], [0.936, -2.828, 3.349], [0.641, 2.371, -1.473], [0.330, -0.757, 0.303], [-2.498, 0.371, -1.643], [0.722, 0.753, 4.651]], "atomic_forces_ev_per_a": [[-0.04, -0.01, 0.09], [-0.10, 0.11, -0.40], [0.29, -0.08, -0.06], [-0.13, -0.14, 0.33], [0.71, 0.04, -0.32], [0.33, 0.36, 0.32], [-0.34, -0.68, -0.83], [0.07, 0.26, 0.09], [-0.25, 0.01, 0.02], [0.07, 0.34, 0.25], [-0.24, -0.11, 0.16], [0.16, -0.31, 0.33], [0.01, 0.18, 0.09], [-0.40, -0.13, -0.02], [-0.07, 0.22, 0.13], [0.03, 0.12, 0.10], [-0.32, 0.08, 0.04], [0.12, -0.08, -0.19], [0.09, -0.09, 0.19], [0.00, -0.09, -0.33]], "smiles": "C=C(C)N.O.O.O", "molar_mass_g_mol": 111.1, "largest_force_ev_per_a": 1.1, "homo_lumo_gap_ev": 9.157, "lumo_ha": 0.0183, "e_homo_ev": -8.7}

Which formula does entry 1 have?
C6H12Cl4P